Entry 1:
Density functional theory data (wB97M-V/def2-TZVPD) for C9H30O9 as an isolated structure at a distorted geometry.

Output
Gap between HOMO and LUMO   0.2858 Eh
LUMO   0.4 eV
Energy relative to the best compared isomer or geometry (same formula, charge and spin)   1775.18 kJ/mol
HOMO   -0.272 hartree
Molecular weight   282.33 g mol⁻¹

Each line ends with the Löwdin charge.
Atoms and positions in Å:
C (0.627, -0.349, -0.048)  -0.12
O (0.202, 0.943, -0.366)  -0.19
H (1.698, -0.454, -0.221)  0.12
H (0.485, -0.406, 1.032)  0.05
H (0.158, -1.205, -0.533)  0.04
H (0.758, 1.589, 0.075)  -0.17
C (0.918, -1.958, -2.227)  -0.14
O (2.118, -1.282, -1.841)  -0.12
H (0.226, -1.428, -2.880)  0.10
H (1.273, -2.904, -2.637)  0.10
H (0.350, -2.231, -1.338)  0.01
H (2.363, -0.798, -2.634)  0.09
C (1.058, 2.646, 0.987)  -0.06
O (1.899, 1.681, 0.318)  -0.03
H (0.540, 2.390, 1.911)  0.09
H (1.564, 3.607, 1.086)  0.12
H (0.280, 2.821, 0.244)  0.09
H (2.279, 1.967, -0.517)  0.14
C (-0.132, -0.869, 2.621)  -0.22
C (0.056, 0.582, 2.975)  -0.26
O (1.282, 0.838, 3.620)  -0.02
O (-1.394, -1.216, 2.010)  -0.19
H (-0.097, -1.403, 3.571)  0.13
H (0.708, -1.290, 2.068)  0.11
H (-0.677, 1.023, 3.651)  0.14
H (-0.119, 1.043, 2.003)  0.08
H (1.901, 0.313, 3.107)  0.09
H (-1.327, -1.981, 1.435)  -0.03
C (0.165, 2.843, -2.197)  -0.21
C (-0.070, 1.481, -2.851)  -0.21
O (-0.687, 0.583, -1.964)  -0.12
O (-1.132, 3.473, -2.173)  -0.05
H (0.847, 3.386, -2.852)  0.12
H (0.545, 2.850, -1.176)  0.06
H (0.922, 1.117, -3.121)  0.10
H (-0.612, 1.483, -3.796)  0.13
H (-0.157, 0.232, -1.244)  -0.11
H (-1.006, 4.336, -1.772)  0.08
C (-2.480, -1.920, 0.547)  -0.22
C (-1.285, -2.727, 0.039)  -0.20
O (-0.204, -2.627, 0.864)  -0.09
O (-2.878, -2.236, 1.886)  -0.06
H (-3.306, -2.096, -0.143)  0.14
H (-2.342, -0.839, 0.524)  0.15
H (-0.992, -2.391, -0.955)  0.10
H (-1.448, -3.800, -0.065)  0.15
H (0.426, -3.319, 0.650)  0.16
H (-3.300, -1.496, 2.329)  0.12

Entry 2:
Density functional theory data (wB97M-V/def2-TZVPD) for C9H31AlBrO14P4S as an isolated structure at a distorted geometry.

Output
Gap between HOMO and LUMO   0.2565 Eh
LUMO   2.1 eV
Energy relative to the best compared isomer or geometry (same formula, charge and spin)   0.00 kJ/mol
HOMO   -0.179 hartree
Charge   -1
Molecular weight   626.18 g mol⁻¹

Each line ends with the Löwdin charge.
Atoms and positions in Å:
O (0.227, -0.284, 0.739)  -0.33
P (-0.106, 0.828, -0.421)  0.07
O (0.832, 2.154, -0.110)  -0.33
S (0.450, 0.126, -2.161)  0.11
Al (-2.409, 1.381, -0.214)  -0.17
Br (-3.841, -0.155, -1.277)  0.22
H (-0.574, -0.413, 1.272)  0.01
H (0.307, 2.712, 0.484)  0.04
H (-2.738, 1.347, 1.371)  -0.09
H (-2.740, 2.843, -0.764)  -0.13
C (2.365, -2.160, 5.183)  -0.08
O (3.421, -1.564, 4.412)  -0.21
P (3.945, -2.295, 3.097)  0.40
O (3.166, -3.520, 2.860)  -0.24
O (5.446, -2.536, 3.650)  -0.24
C (5.672, -3.638, 4.515)  -0.12
O (4.475, -1.698, 1.736)  -0.19
C (3.530, -0.822, 1.044)  -0.06
H (1.393, -1.979, 4.728)  0.09
H (2.524, -3.229, 5.298)  0.08
H (2.404, -1.679, 6.157)  0.09
H (5.066, -4.498, 4.228)  0.08
H (5.458, -3.364, 5.553)  0.08
H (6.725, -3.903, 4.440)  0.08
H (3.243, 0.010, 1.686)  0.09
H (2.639, -1.389, 0.777)  0.06
H (3.998, -0.445, 0.142)  0.09
C (0.016, 3.426, -6.808)  -0.10
O (0.090, 4.641, -6.052)  -0.25
P (-0.688, 4.728, -4.634)  0.49
O (-1.346, 3.420, -4.439)  -0.24
O (-1.663, 5.909, -5.156)  -0.25
C (-2.709, 5.553, -6.047)  -0.12
O (-0.761, 5.266, -3.111)  -0.21
C (0.346, 4.991, -2.249)  -0.11
H (0.692, 2.670, -6.414)  0.09
H (-0.998, 3.036, -6.818)  0.08
H (0.319, 3.694, -7.819)  0.09
H (-3.126, 4.578, -5.789)  0.09
H (-2.351, 5.544, -7.080)  0.08
H (-3.484, 6.310, -5.955)  0.08
H (1.257, 5.483, -2.595)  0.08
H (0.507, 3.911, -2.190)  0.08
H (0.097, 5.363, -1.259)  0.09
C (-3.696, -4.668, 0.725)  -0.10
O (-2.720, -3.639, 0.547)  -0.21
P (-2.161, -2.857, 1.814)  0.39
O (-2.722, -3.422, 3.055)  -0.25
O (-2.706, -1.402, 1.439)  -0.32
C (-4.048, -1.044, 1.738)  -0.22
O (-0.691, -2.336, 2.024)  -0.24
C (0.451, -3.199, 1.787)  -0.06
H (-3.235, -5.597, 1.058)  0.08
H (-4.462, -4.364, 1.434)  0.08
H (-4.148, -4.820, -0.253)  0.09
H (-4.369, -1.479, 2.686)  0.08
H (-4.715, -1.361, 0.934)  0.03
H (-4.086, 0.041, 1.805)  0.01
H (0.466, -3.545, 0.754)  0.10
H (0.435, -4.048, 2.469)  0.09
H (1.331, -2.611, 1.979)  0.03

Entry 3:
Density functional theory data (wB97M-V/def2-TZVPD) for C9H32AgF2NO13S2Y as an isolated structure at a distorted geometry.

Output
Gap between HOMO and LUMO (spin up / spin down)   0.2416 / 0.0907 Eh
LUMO (spin up / spin down)   -4.1 / -9.1 eV
2S+1   3
HOMO (spin up / spin down)   -0.392 / -0.423 hartree
Charge   +1
Molecular weight   661.25 g mol⁻¹

Each line ends with the Löwdin charge.
Atoms and positions in Å:
Ag (18.075, 1.583, 8.682)  0.79
Y (21.960, 0.509, 10.928)  1.58
O (21.315, -1.810, 11.556)  -0.46
C (20.107, -2.121, 10.844)  -0.29
C (19.140, -0.899, 10.422)  -0.34
O (19.712, 0.296, 9.930)  -0.53
H (19.437, -2.824, 11.338)  0.10
H (20.403, -2.789, 10.035)  0.07
H (18.537, -0.608, 11.282)  0.07
H (18.390, -1.254, 9.715)  0.08
N (16.586, 1.753, 10.271)  -0.34
S (15.279, 0.695, 10.738)  0.62
O (14.024, 0.854, 10.041)  -0.23
O (15.239, 0.233, 12.142)  -0.29
F (15.859, -0.609, 9.995)  -0.20
S (16.194, 2.744, 11.350)  0.46
O (16.742, 2.545, 12.679)  -0.29
O (14.937, 3.445, 11.151)  -0.22
F (17.122, 3.944, 10.784)  -0.20
C (15.773, -0.687, 6.969)  -0.13
O (17.066, -0.297, 7.389)  -0.19
H (15.567, -0.498, 5.916)  0.09
H (15.690, -1.765, 7.110)  0.07
H (14.975, -0.144, 7.475)  0.08
H (17.603, -1.000, 7.017)  0.01
C (22.193, -4.903, 9.118)  -0.15
O (22.795, -3.634, 9.120)  -0.14
H (22.283, -5.281, 10.136)  0.07
H (21.147, -4.861, 8.811)  0.06
H (22.737, -5.611, 8.492)  0.09
H (22.148, -3.014, 9.465)  0.02
C (19.699, -2.769, 6.716)  -0.09
O (18.407, -2.291, 6.300)  -0.13
H (20.272, -2.026, 7.270)  0.08
H (19.487, -3.598, 7.391)  0.07
H (20.243, -3.168, 5.861)  0.09
H (17.940, -3.060, 5.963)  0.10
C (16.254, -3.917, 8.894)  -0.17
O (15.730, -4.887, 8.007)  -0.11
H (15.517, -3.348, 9.460)  0.08
H (16.849, -4.477, 9.615)  0.08
H (16.914, -3.261, 8.327)  0.05
H (15.126, -5.509, 8.419)  0.08
C (20.413, -4.149, 13.956)  -0.18
O (21.263, -3.049, 14.104)  -0.14
H (19.365, -3.848, 13.953)  0.06
H (20.623, -4.584, 12.979)  0.07
H (20.553, -4.888, 14.745)  0.09
H (21.329, -2.562, 13.279)  0.01
C (23.988, -4.239, 12.627)  -0.12
O (23.765, -3.307, 11.544)  -0.16
H (24.626, -5.065, 12.313)  0.08
H (24.488, -3.672, 13.413)  0.08
H (23.042, -4.609, 13.023)  0.06
H (22.937, -2.853, 11.722)  -0.01
C (17.388, -0.188, 14.396)  0.00
O (17.626, 1.126, 14.676)  0.27
H (18.174, -0.769, 14.878)  0.13
H (16.386, -0.536, 14.647)  0.17
H (17.541, -0.339, 13.328)  0.11
H (17.243, 1.650, 13.969)  0.06

Entry 4:
Density functional theory data (wB97M-V/def2-TZVPD) for C9H32BNOP2Sn as an isolated structure at a distorted geometry.

Output
Gap between HOMO and LUMO (spin up / spin down)   0.1339 / 0.1929 Eh
LUMO (spin up / spin down)   -4.0 / -4.0 eV
Energy relative to the best compared isomer or geometry (same formula, charge and spin)   9.14 kJ/mol
2S+1   2
HOMO (spin up / spin down)   -0.279 / -0.338 hartree
Charge   +1
Molecular weight   361.83 g mol⁻¹

Each line ends with the Löwdin charge.
Atoms and positions in Å:
Sn (0.280, -0.028, 0.164)  0.74
H (1.011, 0.099, -3.248)  0.05
H (-1.155, -0.041, -1.476)  -0.09
P (0.357, -2.620, -0.412)  0.64
P (0.316, 2.614, -0.319)  0.65
C (1.909, 3.465, -0.096)  -0.27
H (1.715, 4.550, -0.123)  0.05
H (2.336, 3.184, 0.879)  0.05
H (2.597, 3.179, -0.905)  0.05
C (-0.335, 3.247, -1.901)  -0.26
H (-1.432, 3.333, -1.884)  0.05
H (0.077, 4.252, -2.073)  0.06
H (-0.032, 2.620, -2.752)  0.01
C (-0.771, 3.316, 0.960)  -0.26
H (-0.590, 2.814, 1.922)  0.04
H (-0.525, 4.384, 1.059)  0.05
H (-1.826, 3.193, 0.675)  0.05
C (0.789, -3.308, -2.043)  -0.26
H (0.753, -4.406, -1.985)  0.06
H (0.106, -2.965, -2.837)  0.03
H (1.816, -3.018, -2.312)  0.05
C (1.488, -3.403, 0.779)  -0.27
H (1.135, -3.212, 1.806)  0.05
H (1.485, -4.485, 0.572)  0.05
H (2.501, -2.991, 0.642)  0.05
C (-1.297, -3.270, -0.008)  -0.26
H (-2.027, -3.060, -0.804)  0.04
H (-1.206, -4.359, 0.121)  0.06
H (-1.652, -2.830, 0.936)  0.05
H (-2.369, -0.883, -2.250)  0.13
H (-2.358, 0.799, -2.260)  0.13
H (-1.053, 1.009, -4.240)  0.03
H (-0.947, -1.131, -4.189)  0.04
B (-1.000, -0.042, -3.725)  -0.11
N (-1.778, -0.048, -2.380)  0.06
H (1.594, 0.209, -3.798)  0.15
H (1.985, 0.037, 0.495)  -0.07
C (1.080, -0.312, 3.561)  -0.08
C (-0.304, -0.063, 3.167)  -0.58
C (-1.356, 0.305, 4.127)  -0.06
O (-0.693, -0.170, 1.946)  -0.35
H (1.118, -0.273, 4.652)  0.08
H (1.820, 0.415, 3.193)  0.07
H (1.440, -1.306, 3.259)  0.06
H (-1.714, 1.332, 3.986)  0.07
H (-2.225, -0.330, 3.946)  0.08
H (-1.064, 0.199, 5.173)  0.08